The following is a quantum chemistry calculation of C22H54O13S7 as an isolated structure, from the OMol25 dataset.

Last column: Löwdin charge in e.
CARTESIAN COORDINATES (ANGSTROEM)
H1 -22.708 23.996 17.891  0.146
H2 -21.750 18.505 26.794  0.072
H3 -22.933 21.132 21.864  -0.061
H4 -23.257 20.972 28.950  0.015
H5 -23.121 22.539 23.832  0.120
S1 -23.805 18.910 21.438  0.951
C1 -24.296 24.133 19.223  -0.170
H6 -20.801 18.948 22.769  0.090
C2 -25.345 18.448 27.660  -0.238
C3 -21.235 17.963 22.599  -0.378
H7 -22.147 19.272 24.971  0.057
H8 -25.146 17.762 19.844  0.050
S2 -23.626 18.011 28.152  0.876
H9 -25.726 21.133 23.825  -0.006
O1 -21.968 23.924 19.819  0.071
H10 -21.133 17.311 23.467  0.103
O2 -18.986 16.752 21.974  -0.602
H11 -22.131 25.956 21.275  0.102
H12 -25.146 14.525 23.640  0.044
H13 -22.416 22.364 25.165  -0.030
C4 -22.780 18.320 26.490  -0.268
H14 -26.948 20.213 23.395  0.069
C5 -22.914 22.325 26.134  -0.240
O3 -27.159 23.502 23.465  -0.554
H15 -25.378 18.100 26.627  -0.024
H16 -21.008 26.200 23.614  0.145
O4 -22.172 24.308 27.910  -0.615
H17 -24.196 17.761 25.168  0.004
H18 -25.767 18.633 24.851  0.053
O5 -23.765 16.493 28.363  -0.573
H19 -24.649 26.052 20.284  0.100
O6 -20.934 23.531 22.389  0.003
H20 -24.605 23.003 22.270  0.104
C6 -22.589 19.020 24.007  -0.303
O7 -21.264 22.261 24.257  0.001
H21 -26.054 17.726 28.064  0.060
H22 -24.888 25.986 18.600  0.099
C7 -25.040 18.821 20.079  -0.211
H23 -23.345 22.235 22.093  0.007
H24 -24.674 19.342 19.194  0.053
H25 -25.647 19.490 27.767  0.057
H26 -22.297 16.056 20.464  0.027
S3 -21.987 22.756 27.687  0.882
H27 -20.899 14.844 20.420  0.051
O8 -20.510 24.393 24.347  0.139
H28 -24.626 18.268 23.495  -0.021
H29 -26.077 25.011 19.778  0.091
C8 -25.107 25.432 19.513  -0.003
H30 -23.110 19.227 25.983  0.003
H31 -25.057 22.204 20.818  0.062
H32 -24.476 15.709 22.579  0.042
C9 -25.008 17.953 24.466  -0.362
H33 -23.122 21.275 26.342  0.019
H34 -24.115 22.316 28.904  0.059
H35 -22.645 25.535 18.635  0.156
C10 -22.707 23.282 20.735  -0.355
O9 -22.265 22.760 21.737  -0.045
C11 -24.772 15.549 23.616  -0.250
O10 -22.544 18.090 21.232  -0.536
C12 -25.383 22.983 21.507  -0.355
C13 -20.927 23.334 23.743  -0.445
H36 -20.533 26.281 20.708  0.094
C14 -21.380 15.684 20.921  -0.249
H37 -19.246 25.746 23.877  0.149
S4 -23.723 20.357 23.488  0.897
C15 -22.876 21.871 23.007  -0.412
O11 -26.314 16.274 25.761  -0.540
C16 -21.200 25.466 20.988  0.007
C17 -20.224 25.453 23.493  -0.049
C18 -20.280 24.798 22.095  -0.149
S5 -20.297 17.146 21.224  0.919
H38 -23.829 15.605 24.160  0.061
O12 -24.046 23.316 20.440  -0.144
H39 -22.285 18.057 22.322  -0.170
H40 -21.552 24.901 20.125  -0.119
C19 -26.319 20.968 22.924  -0.281
H41 -22.630 22.263 29.957  0.051
H42 -23.943 22.682 26.096  0.080
H43 -19.298 24.449 21.775  0.164
C20 -23.063 22.044 28.981  -0.268
C21 -23.407 20.683 20.992  -0.223
O13 -24.522 20.577 24.738  -0.539
S6 -26.157 16.567 24.277  0.917
C22 -22.799 24.480 18.863  -0.059
H44 -22.898 17.447 25.848  0.056
H45 -25.583 20.434 22.324  -0.022
H46 -23.126 18.075 24.080  0.028
S7 -26.946 22.576 22.280  0.891
H47 -21.675 15.165 21.833  0.045
H48 -25.582 23.938 21.021  0.057
H49 -21.759 19.095 23.304  -0.030
H50 -22.810 20.843 20.095  0.113
H51 -24.296 21.256 20.728  0.040
H52 -24.854 23.721 18.382  0.164
H53 -26.041 19.154 20.356  0.058
H54 -21.796 21.760 22.906  0.119

Energy relative to the best compared isomer or geometry (same formula, charge and spin) ... 43.173 eV
E_tot ... -126105.937 eV
Orbital gap ... 6.743 eV
Total charge ... 0
Strongest force on any atom ... 0.3779 Eh/bohr